*A*
Entry from the Open Molecules 2025 dataset: a single C5H7NO molecule (the ωB97M-V functional and the def2-TZVPD basis).

Output
HOMO-LUMO gap = 9.02 eV
Structure (SMILES) = Cc1occc1N

```
! wB97M-V def2-TZVPD RIJCOSX def2/J DEFGRID3
* xyz 0 1
C 1.572 0.920 -0.697
C 0.611 0.135 0.108
C -0.609 -0.348 -0.195
N -1.253 -0.417 -1.443
C -1.277 -0.664 1.031
C -0.304 -0.517 1.994
O 0.840 -0.059 1.455
H 1.045 1.309 -1.577
H 1.954 1.773 -0.127
H 2.416 0.316 -1.034
H -2.052 -1.044 -1.389
H -0.611 -0.813 -2.115
H -2.021 0.129 0.873
H -0.258 -0.686 3.066
*
```


*B*
Entry from the Open Molecules 2025 dataset: 2 unconnected molecules or ions with the total composition C5H7NO (the ωB97M-V functional and the def2-TZVPD basis).

Output
HOMO-LUMO gap = 10.22 eV
Structure (SMILES) = c1ccncc1.O

```
! wB97M-V def2-TZVPD RIJCOSX def2/J DEFGRID3
* xyz 0 1
O 1.196 2.702 -1.053
H 0.999 3.466 -0.465
H 0.352 2.533 -1.531
N 0.059 -2.380 0.689
C -0.338 -1.995 -0.537
C 0.179 -1.320 1.582
C -0.512 -0.659 -0.972
C -0.026 0.025 1.286
C -0.366 0.341 -0.037
H -0.512 -2.821 -1.239
H 0.302 -1.711 2.600
H -0.959 -0.441 -1.950
H 0.048 0.870 1.983
H -0.422 1.390 -0.356
*
```


*C*
Entry from the Open Molecules 2025 dataset: 2 unconnected molecules or ions with the total composition C5H7NO (the ωB97M-V functional and the def2-TZVPD basis).

Output
HOMO-LUMO gap = 10.95 eV

```
! wB97M-V def2-TZVPD RIJCOSX def2/J DEFGRID3
* xyz 0 1
O 2.927 -0.361 -0.720
C 2.176 0.427 -1.040
C -0.226 0.029 0.060
C -0.996 -0.770 -0.895
N -1.388 -0.740 0.534
C -0.186 1.512 0.240
C -0.025 -1.056 1.024
H 0.699 2.002 -0.172
H -1.654 -0.211 -1.560
H -0.607 -1.713 -1.294
H -1.067 1.926 -0.256
H -0.237 1.727 1.308
H 0.169 -0.763 2.056
H 0.415 -2.010 0.714
*
```


Which structure is the most stable? The one labeled *B*.


*A*
Entry from the Open Molecules 2025 dataset: a single C3H4N2O2S molecule (the ωB97M-V functional and the def2-TZVPD basis).

Output
HOMO-LUMO gap (spin up / spin down) = 7.46 / 7.46 eV

```
! wB97M-V def2-TZVPD RIJCOSX def2/J DEFGRID3
* xyz 0 1
C 0.284 -0.352 -0.496
C -2.551 0.131 -0.010
C -0.190 0.333 0.728
N -0.135 -1.494 -0.774
N -1.500 0.838 0.226
O 1.248 0.331 -1.187
O -1.446 1.902 -0.513
S -3.988 -0.401 -0.067
H -0.184 -0.278 1.626
H 0.451 1.231 0.978
H 0.241 -1.915 -1.705
H 1.435 1.181 -0.811
*
```


*B*
Entry from the Open Molecules 2025 dataset: a single C3H4N2O2S molecule (the ωB97M-V functional and the def2-TZVPD basis).

Output
HOMO-LUMO gap = 8.18 eV
Structure (SMILES) = O/N=C1/CONC1=S

```
! wB97M-V def2-TZVPD RIJCOSX def2/J DEFGRID3
* xyz 0 1
C -0.092 -0.824 -0.049
C -1.577 -1.191 0.031
C -0.227 0.644 0.132
H 2.182 -0.238 0.002
H -1.726 -1.224 1.133
H -1.947 -1.981 -0.536
H -1.944 2.052 -0.122
N 0.842 -1.711 -0.106
N -1.477 1.074 0.078
O 2.206 -1.298 0.076
O -2.299 -0.043 -0.112
S 1.250 1.550 -0.043
*
```


*C*
Entry from the Open Molecules 2025 dataset: a single C3H4N2O2S molecule (the ωB97M-V functional and the def2-TZVPD basis).

Output
HOMO-LUMO gap = 7.92 eV
Structure (SMILES) = [H]/N=c1/[nH]c(S)c(O)o1

```
! wB97M-V def2-TZVPD RIJCOSX def2/J DEFGRID3
* xyz 0 1
C 0.931 -0.378 -0.003
C -1.335 -0.567 0.001
C 0.393 0.851 -0.008
H 3.124 0.281 0.001
H -0.132 -2.278 -0.006
H -3.187 -0.264 0.021
H 0.276 2.767 0.017
N -0.165 -1.270 -0.005
N -2.512 -1.029 -0.009
O -0.966 0.784 0.000
O 0.977 2.059 -0.008
S 2.595 -0.957 -0.002
*
```


Which structure is the most stable? The one labeled *C*.